(1)
81
Properties=species:S:1:pos:R:3 method="wB97M-V/def2-TZVPD" e_homo_ev="-13.37 / -13.36" gap_ev="5.656 / 5.134" total_charge=+2 e_lumo_ev="-7.711 / -8.222" e_above_lowest_kj_mol=216.1 multiplicity=1 max_force_ev_per_a=4.491
N -5.469 -1.721 3.622
C -4.952 -0.694 4.281
C -4.862 0.567 3.711
C -5.390 0.763 2.407
C -5.898 -0.372 1.718
C -5.956 -1.594 2.392
C -5.343 2.002 1.686
Be -0.100 1.624 -1.340
P 4.079 -0.248 -1.287
C -5.370 2.033 0.300
C -4.281 2.541 -0.462
C -4.041 2.066 -1.779
C -2.732 1.759 -2.143
C -1.709 2.216 -1.310
C -1.944 3.192 -0.354
C -3.238 3.275 0.166
Br 1.441 2.051 -2.740
H -5.169 2.898 2.279
H -6.134 1.511 -0.273
H -4.330 1.353 4.231
H -6.188 -0.307 0.662
H -4.636 -0.864 5.303
H -6.448 -2.437 1.892
H -4.875 1.748 -2.391
H -3.449 3.846 1.070
H -2.492 1.161 -3.033
H -1.106 3.816 -0.019
P -0.224 -1.281 -1.269
C 4.392 1.568 -0.939
C 5.052 2.497 -1.935
H 4.899 1.646 0.034
H 3.354 1.913 -0.805
H 5.098 3.504 -1.513
H 6.083 2.223 -2.179
H 4.462 2.605 -2.849
C 4.073 -0.418 -3.097
C 5.133 0.233 -4.006
H 3.075 -0.052 -3.411
H 4.104 -1.508 -3.280
H 4.794 0.193 -5.059
H 5.295 1.293 -3.786
H 6.105 -0.283 -3.954
C 5.506 -1.244 -0.652
C 6.799 -0.520 -0.949
H 5.441 -2.244 -1.108
H 5.322 -1.367 0.429
H 7.639 -1.166 -0.680
H 6.900 -0.271 -2.014
H 6.867 0.403 -0.361
C 0.482 -2.642 -0.228
C 1.892 -3.075 -0.608
H -0.212 -3.488 -0.329
H 0.449 -2.326 0.823
H 2.061 -4.105 -0.269
H 2.075 -3.051 -1.688
H 2.648 -2.441 -0.128
C -0.398 -2.273 -2.791
C -1.353 -1.764 -3.860
H -0.692 -3.277 -2.461
H 0.615 -2.348 -3.201
H -1.540 -2.572 -4.579
H -2.322 -1.457 -3.452
H -0.924 -0.924 -4.416
C -1.988 -1.334 -0.659
C -2.255 -1.666 0.803
H -2.517 -2.039 -1.316
H -2.383 -0.332 -0.883
H -3.322 -1.895 0.928
H -1.691 -2.540 1.151
H -2.030 -0.817 1.463
C 1.060 -0.558 3.160
N 0.644 0.714 2.529
C -0.357 1.552 3.222
C 0.713 0.853 1.231
N 0.430 1.210 0.134
H 0.999 -0.445 4.248
H 2.087 -0.800 2.856
H 0.411 -1.396 2.847
H -0.169 2.596 2.963
H -1.380 1.311 2.901
H -0.255 1.398 4.296

(2)
82
Properties=species:S:1:pos:R:3 method="wB97M-V/def2-TZVPD" e_homo_ev=-13.20 gap_ev=7.084 total_charge=+2 e_lumo_ev=-6.120 e_above_lowest_kj_mol=136.2 multiplicity=1 max_force_ev_per_a=2.402
C 2.396 -0.325 -3.823
C 3.214 0.387 -2.931
C 3.473 1.741 -3.170
C 2.860 2.338 -4.282
N 2.022 1.685 -5.096
C 1.828 0.366 -4.905
C 3.781 -0.223 -1.755
C 4.021 -0.835 -0.724
C 3.733 -1.630 0.449
C 2.634 -1.244 1.232
C 2.113 -2.118 2.219
C 2.602 -3.432 2.231
C 3.808 -3.757 1.585
C 4.403 -2.828 0.727
Sr -0.099 -1.749 0.535
P -1.230 0.806 -1.210
H 4.087 2.339 -2.499
H 2.164 -1.375 -3.674
H 3.026 3.404 -4.468
H 1.170 -0.165 -5.599
H 5.336 -3.037 0.182
H 2.157 -0.246 1.058
H 4.287 -4.719 1.752
H 1.337 -1.782 2.931
C -2.842 1.619 -0.715
C -3.311 2.925 -1.370
H -2.777 1.782 0.375
H -3.612 0.845 -0.872
H -4.232 3.260 -0.868
H -2.606 3.762 -1.272
H -3.576 2.803 -2.430
C -0.154 2.245 -1.657
C -0.315 2.967 -2.983
H 0.875 1.858 -1.587
H -0.254 2.955 -0.822
H 0.383 3.814 -3.001
H -0.029 2.347 -3.839
H -1.319 3.373 -3.139
C -1.659 0.032 -2.836
C -2.676 0.668 -3.783
H -2.008 -0.987 -2.596
H -0.693 -0.089 -3.344
H -2.802 0.004 -4.651
H -3.671 0.770 -3.329
H -2.351 1.643 -4.175
Br 1.688 -4.775 3.299
P 0.421 1.810 2.022
C -0.123 3.545 1.761
C -0.333 4.419 2.993
H -1.065 3.493 1.185
H 0.634 4.000 1.105
H -0.726 5.394 2.683
H -1.062 3.998 3.692
H 0.600 4.607 3.537
C -0.249 1.355 3.696
C 0.628 1.655 4.917
H -0.470 0.269 3.668
H -1.220 1.872 3.800
H 0.157 1.245 5.823
H 1.626 1.200 4.861
H 0.756 2.735 5.085
C 2.255 1.950 2.262
C 2.879 3.259 2.725
H 2.669 1.714 1.267
H 2.521 1.106 2.920
H 3.972 3.151 2.652
H 2.582 4.081 2.060
H 2.645 3.517 3.769
C -0.522 -5.018 0.870
N -1.113 -3.826 1.499
C -2.303 -3.216 1.080
S -2.691 -1.607 1.573
N -2.938 -3.789 0.032
C -3.235 -5.231 -0.019
H -0.460 -4.878 -0.218
H -1.115 -5.904 1.106
H 0.483 -5.146 1.315
H -0.908 -3.690 2.499
H -3.632 -3.173 -0.397
H -4.287 -5.332 -0.292
H -2.621 -5.716 -0.782
H -3.092 -5.727 0.946